No. 1
{"formula": "C25H36As2BrN2O8P2SiTa", "method": "ωB97M-V with the def2-TZVPD basis set", "total_charge": 2, "de_lowest_kcal_mol": 25.1, "homo_ev": -13.7, "symbols": ["Ta", "Br", "C", "C", "C", "C", "C", "C", "N", "C", "C", "C", "C", "C", "C", "N", "H", "H", "H", "H", "H", "H", "H", "H", "H", "C", "As", "C", "C", "C", "C", "C", "C", "C", "As", "C", "C", "H", "H", "H", "H", "H", "H", "H", "H", "H", "H", "H", "H", "H", "H", "H", "H", "O", "P", "O", "O", "O", "P", "O", "O", "O", "H", "H", "C", "Si", "C", "C", "O", "H", "H", "H", "H", "H", "H", "H", "H", "H"], "positions_angstrom": [[0.71, 0.41, 0.44], [-7.00, 3.44, 0.19], [-5.49, 2.32, 0.15], [-5.14, 1.68, -1.03], [-4.01, 0.88, -1.07], [-3.23, 0.73, 0.07], [-3.61, 1.33, 1.26], [-4.74, 2.13, 1.31], [-2.04, -0.08, 0.03], [-2.26, -1.32, 0.09], [-1.20, -2.31, -0.06], [-1.56, -3.64, -0.12], [-0.60, -4.61, -0.38], [0.70, -4.17, -0.58], [0.98, -2.82, -0.48], [0.07, -1.88, -0.20], [-5.75, 1.81, -1.91], [-3.72, 0.39, -1.99], [-3.03, 1.15, 2.16], [-5.05, 2.60, 2.23], [-3.28, -1.71, 0.19], [-2.60, -3.91, 0.01], [-0.86, -5.65, -0.43], [1.50, -4.86, -0.81], [1.99, -2.49, -0.65], [0.62, 4.31, -0.33], [-0.57, 2.87, 0.17], [-1.43, 3.76, 1.66], [-1.74, 2.88, -1.36], [-2.75, 3.82, -1.49], [-3.49, 3.89, -2.66], [-3.21, 3.02, -3.71], [-2.20, 2.07, -3.58], [-1.46, 1.99, -2.40], [-0.07, 0.67, -2.21], [-0.71, -0.88, -3.17], [1.36, 1.29, -3.36], [0.00, 5.20, -0.47], [1.14, 4.07, -1.25], [1.34, 4.50, 0.46], [-1.77, 4.73, 1.32], [-0.66, 3.90, 2.42], [-2.26, 3.20, 2.07], [-2.97, 4.50, -0.68], [-4.28, 4.62, -2.76], [-3.77, 3.08, -4.63], [-1.99, 1.40, -4.41], [-1.67, -1.20, -2.77], [0.02, -1.69, -3.06], [-0.81, -0.63, -4.22], [0.95, 1.53, -4.34], [2.10, 0.50, -3.46], [1.83, 2.16, -2.92], [3.18, -1.16, 2.08], [3.72, -0.72, 0.66], [4.78, -1.52, 0.10], [2.38, -0.54, -0.14], [4.13, 0.86, 0.87], [2.96, 1.93, 0.85], [3.62, 3.28, 1.19], [2.18, 1.95, -0.44], [1.87, 1.42, 1.83], [3.84, -1.61, 2.62], [4.42, 3.29, 1.74], [-2.15, -1.53, 3.48], [-0.67, -0.41, 3.57], [0.77, -1.23, 4.39], [-1.03, 1.25, 4.32], [-0.20, -0.12, 1.94], [-2.47, -1.76, 4.50], [-1.91, -2.48, 3.00], [-3.00, -1.08, 2.97], [0.52, -1.45, 5.43], [1.65, -0.58, 4.39], [1.03, -2.17, 3.91], [-1.02, 1.16, 5.41], [-2.01, 1.65, 4.04], [-0.26, 1.97, 4.05]], "lowdin_charge": [1.61, 0.81, -0.69, -0.11, -0.04, -0.30, -0.05, -0.10, 0.05, -0.09, -0.27, 0.02, 0.01, 0.01, -0.09, 0.01, 0.12, 0.12, 0.08, 0.12, 0.16, 0.13, 0.13, 0.13, 0.10, -0.23, 1.16, -0.22, -0.42, -0.08, -0.04, -0.04, -0.09, -0.42, 1.13, -0.24, -0.23, 0.05, 0.04, 0.04, 0.05, 0.05, 0.00, 0.11, 0.13, 0.12, 0.11, 0.03, 0.04, 0.05, 0.05, 0.05, 0.02, -0.10, 0.29, -0.17, -0.47, -0.19, 0.24, -0.01, -0.42, -0.37, 0.12, 0.14, -0.14, 0.40, -0.15, -0.14, -0.48, 0.06, 0.04, 0.03, 0.05, 0.04, 0.04, 0.05, 0.02, 0.03]}

---

No. 2
{"formula": "CH6N2S2", "method": "ωB97M-V with the def2-TZVPD basis set", "total_charge": 0, "de_lowest_kcal_mol": 28.4, "homo_ev": -9.3, "smiles": "[H]/N=C/N.SS", "symbols": ["S", "S", "H", "H", "N", "C", "N", "H", "H", "H", "H"], "positions_angstrom": [[-1.36, -2.35, 0.81], [-1.07, -1.03, 2.40], [-0.80, -1.63, -0.20], [0.22, -1.18, 2.14], [0.98, 0.04, -1.15], [0.58, 1.20, -0.48], [-0.30, 1.99, -0.95], [0.80, 0.11, -2.14], [0.75, -0.87, -0.80], [1.00, 1.36, 0.52], [-0.79, 2.37, -0.14]], "lowdin_charge": [0.24, 0.24, -0.23, -0.23, 0.04, -0.38, 0.06, 0.08, 0.03, 0.11, 0.04]}

---

No. 3
{"formula": "C4H12NO", "method": "ωB97M-V with the def2-TZVPD basis set", "total_charge": 1, "de_lowest_kcal_mol": 18.5, "homo_ev": -15.6, "smiles": "[NH3+]CCCCO", "symbols": ["C", "C", "C", "C", "O", "N", "H", "H", "H", "H", "H", "H", "H", "H", "H", "H", "H", "H"], "positions_angstrom": [[-0.04, 0.34, -1.68], [0.92, -0.64, -1.00], [0.61, -1.13, 0.40], [0.61, -0.13, 1.56], [-0.53, 0.76, 1.45], [-1.31, 0.59, -0.87], [0.40, 1.34, -1.72], [-0.24, 0.07, -2.71], [1.94, -0.24, -1.01], [1.00, -1.53, -1.63], [-0.26, -1.79, 0.45], [1.46, -1.77, 0.64], [1.48, 0.52, 1.47], [0.66, -0.76, 2.45], [-0.34, 1.53, 2.02], [-1.81, -0.29, -0.78], [-1.00, 0.78, 0.12], [-1.79, 1.35, -1.32]], "lowdin_charge": [-0.11, -0.17, -0.18, -0.17, -0.07, 0.18, 0.13, 0.13, 0.13, 0.12, 0.12, 0.13, 0.13, 0.13, 0.14, 0.16, 0.04, 0.16]}